# 1
This record from the Open Molecules 2025 dataset describes the molecule C2H5NOS. The level of theory is ωB97M-V with the def2-TZVPD basis set.

The HOMO energy comes out at -9.218 eV. The SMILES is CSNC=O. For the total energy, the calculation gives -607.32508 a.u. As for the HOMO-LUMO gap: 9.99 eV.

Structure (ORCA input):
```
! RIJCOSX wB97M-V def2-TZVPD def2/J DEFGRID3
* xyz 0 1
C -1.28366 -0.55516 -1.10982
S -0.44664 0.89623 -0.58131
N 0.82376 0.04658 0.11443
C 1.05829 0.53100 1.57097
O 2.11363 0.30665 2.22511
H -1.83068 -1.14027 -0.28412
H -1.86990 -0.01023 -2.07552
H -0.48860 -1.15066 -1.48002
H 1.69310 -0.04982 -0.30125
H 0.23069 1.12568 1.92154
*
```

Results of the Löwdin charge analysis, in e, for atoms 1 through 6: number 1, C, carries -0.45; number 2, S, carries 0.79; number 3, N, carries -0.35; number 4, C, carries -0.26; number 5, O, carries -0.01; number 6, H, carries 0.07


# 2
This record from the Open Molecules 2025 dataset describes the molecule C2H5NOS. The level of theory is ωB97M-V with the def2-TZVPD basis set.

The HOMO energy comes out at -8.337 eV. The SMILES is C/N=C/OS. For the total energy, the calculation gives -607.27562 a.u. As for the HOMO-LUMO gap: 9.05 eV.

Structure (ORCA input):
```
! RIJCOSX wB97M-V def2-TZVPD def2/J DEFGRID3
* xyz 0 1
C -0.78062 -0.20404 0.93731
N 0.48015 0.05727 0.42690
C 0.87873 0.31348 -0.67384
O 2.55291 0.48619 -0.57844
S 3.21100 -0.80463 0.15657
H -1.55214 0.50392 0.67117
H -0.75705 -0.28838 2.07533
H -1.24361 -1.16751 0.52624
H 0.63869 0.48637 -1.76755
H 3.67662 -0.38638 1.41869
*
```

Results of the Löwdin charge analysis, in e, for atoms 1 through 6: number 1, C, carries -0.14; number 2, N, carries -0.04; number 3, C, carries -0.12; number 4, O, carries -0.68; number 5, S, carries 0.67; number 6, H, carries 0.07


# 3
This record from the Open Molecules 2025 dataset describes a cluster of 3 separate species, C2H5NOS in total. The level of theory is ωB97M-V with the def2-TZVPD basis set.

The HOMO energy comes out at -8.902 eV. For the total energy, the calculation gives -607.15399 a.u. As for the HOMO-LUMO gap: 9.20 eV.

Structure (ORCA input):
```
! RIJCOSX wB97M-V def2-TZVPD def2/J DEFGRID3
* xyz 0 1
C 0.57254 0.22666 0.42582
C -0.06323 -0.29650 -0.95248
H -1.41048 0.46453 1.83983
H -1.34991 1.56281 -0.45515
H 1.55473 0.70360 0.61770
H 0.26175 -0.57140 1.16475
H 1.22060 -1.87943 -0.41470
N -0.50924 1.27572 0.85548
O -0.94981 0.38069 -1.50774
S 0.67304 -1.86668 -1.57352
*
```

Results of the Löwdin charge analysis, in e, for atoms 1 through 6: number 1, C, carries -0.32; number 2, C, carries -0.68; number 3, H, carries 0.18; number 4, H, carries 0.26; number 5, H, carries 0.11; number 6, H, carries 0.08


# 4
This record from the Open Molecules 2025 dataset describes the molecule C2H5NOS. The level of theory is ωB97M-V with the def2-TZVPD basis set.

The HOMO energy comes out at -8.803 eV. The SMILES is OC/C=N\S. For the total energy, the calculation gives -607.32716 a.u. As for the HOMO-LUMO gap: 9.32 eV.

Structure (ORCA input):
```
! RIJCOSX wB97M-V def2-TZVPD def2/J DEFGRID3
* xyz 0 1
O -1.26746 0.36917 -0.58872
C -0.24380 -0.59423 -0.75598
C 1.02490 -0.32411 0.02997
N 1.22220 0.24700 1.16400
S -0.02437 0.73948 2.21381
H -0.91638 1.22380 -0.82314
H -0.02962 -0.72461 -1.82425
H -0.73242 -1.48578 -0.37110
H 1.91317 -0.70565 -0.49759
H -0.94620 1.25494 1.45300
*
```

Results of the Löwdin charge analysis, in e, for atoms 1 through 6: number 1, O, carries -0.11; number 2, C, carries -0.24; number 3, C, carries -0.25; number 4, N, carries -0.37; number 5, S, carries 0.73; number 6, H, carries 0.08


Repeat the first record exactly.
This record from the Open Molecules 2025 dataset describes the molecule C2H5NOS. The level of theory is ωB97M-V with the def2-TZVPD basis set.

The HOMO energy comes out at -9.218 eV. The SMILES is CSNC=O. For the total energy, the calculation gives -607.32508 a.u. As for the HOMO-LUMO gap: 9.99 eV.

Structure (ORCA input):
```
! RIJCOSX wB97M-V def2-TZVPD def2/J DEFGRID3
* xyz 0 1
C -1.28366 -0.55516 -1.10982
S -0.44664 0.89623 -0.58131
N 0.82376 0.04658 0.11443
C 1.05829 0.53100 1.57097
O 2.11363 0.30665 2.22511
H -1.83068 -1.14027 -0.28412
H -1.86990 -0.01023 -2.07552
H -0.48860 -1.15066 -1.48002
H 1.69310 -0.04982 -0.30125
H 0.23069 1.12568 1.92154
*
```

Results of the Löwdin charge analysis, in e, for atoms 1 through 6: number 1, C, carries -0.45; number 2, S, carries 0.79; number 3, N, carries -0.35; number 4, C, carries -0.26; number 5, O, carries -0.01; number 6, H, carries 0.07


Among the records above, which one has the highest HOMO? number 2